Formula: C17H31BIN3O2
Source: OMol25
Level of theory: ωB97M-V/def2-TZVPD

The geometry in XYZ format:
```
55
Properties=species:S:1:pos:R:3
C -0.06873 3.87361 -2.62107
C -1.19641 3.18071 -1.90314
N -2.28167 3.83726 -1.75146
C -0.96597 1.77394 -1.45234
B -0.48840 1.55334 0.14917
N 0.27376 0.19183 0.25497
C -1.92227 1.46653 1.05828
C -2.38232 0.10558 1.24982
O -2.39850 -0.82274 0.49242
I -3.12803 -0.37964 3.28047
C 0.43843 2.79299 0.72404
C 1.68589 2.43002 1.49528
C 2.92531 2.72723 0.92081
C 4.12870 2.45226 1.55654
C 4.11895 1.86873 2.81466
C 2.89578 1.55716 3.39727
C 1.68815 1.82192 2.76113
C 0.40407 1.44464 3.44196
H 0.81293 3.97824 -1.99376
H 0.20929 3.28372 -3.49668
H -0.40728 4.84931 -2.95867
H -2.98284 3.24930 -1.29826
H -0.21693 1.32094 -2.11018
H -1.89953 1.22341 -1.61349
H -0.18940 -0.39737 -0.42853
H 1.21443 0.31068 -0.11225
H -1.89641 2.00020 2.00247
H -2.69232 1.96259 0.45632
H 0.79912 3.41627 -0.09086
H -0.16612 3.46849 1.34029
H 2.95117 3.20114 -0.05324
H 5.06450 2.70985 1.07854
H 5.04977 1.66823 3.32694
H 2.88139 1.09552 4.37716
H -0.12661 0.70822 2.84366
H 0.61021 0.99811 4.41400
H -0.22895 2.31641 3.61161
C 0.46090 -2.87589 -1.56601
C -0.07920 -3.83027 -0.51938
C -0.49675 -5.19199 -1.07715
O -1.71348 -5.08773 -1.78611
C -1.62170 -5.03216 -3.20985
N -1.32717 -3.27574 0.11435
H -0.31248 -2.56093 -2.26863
H 0.87638 -1.98663 -1.09985
H 1.25763 -3.36406 -2.12567
H 0.65036 -3.95710 0.27996
H -0.66987 -5.89067 -0.25292
H 0.30067 -5.60195 -1.69868
H -0.76457 -5.60473 -3.56688
H -1.54507 -4.00284 -3.56429
H -2.53210 -5.47318 -3.60820
H -1.33695 -2.27724 0.37545
H -1.56444 -3.79700 0.95851
H -2.09531 -3.42852 -0.54853
```

Values from the calculation:
LUMO in eV: -0.39
Calculated total energy in hartree: -1303.63444

Löwdin population analysis, charges in e, atoms 1 to 5:
1. C -0.05
2. C -0.47
3. N 0.12
4. C -0.09
5. B -0.68

Formula: C17H31CaF5P2
Source: OMol25
Level of theory: ωB97M-V/def2-TZVPD

The geometry in XYZ format:
```
56
Properties=species:S:1:pos:R:3
P 1.00314 2.55175 -0.80295
P -1.64260 0.83545 -2.04350
C 0.27878 2.94198 -2.45777
C -1.20516 2.56094 -2.61061
H 0.90233 2.42924 -3.20843
H 0.41381 4.02582 -2.59774
H -1.85734 3.23773 -2.03599
H -1.50666 2.61749 -3.66874
C -1.18353 -0.08388 -3.56068
H -1.32278 -1.15580 -3.38813
H -0.12731 0.08451 -3.80729
H -1.82631 0.25144 -4.38392
C -3.46231 0.92915 -2.18824
H -3.73570 1.02929 -3.24857
H -3.81870 1.80109 -1.61991
H -3.92483 0.02770 -1.76421
C 2.77612 2.86217 -1.03330
H 3.33679 2.46893 -0.17605
H 2.94322 3.94431 -1.12060
H 3.12768 2.35087 -1.94107
C 0.40432 3.91735 0.23551
H -0.69200 3.89466 0.29267
H 0.73673 4.86737 -0.20426
H 0.81565 3.80950 1.24533
Ca -1.31646 -2.20036 3.69249
C -1.13964 -1.13379 -0.44869
C -0.10003 -1.61285 -1.18413
C 1.13751 -0.79750 -1.26559
C 2.17211 -1.03734 -0.11601
C 2.23678 0.05502 0.88036
C 1.23933 0.94369 1.15789
C -0.25202 0.69221 0.98762
C -0.82724 -0.74610 0.99268
C 0.82748 -1.73598 4.27649
H -2.20426 -1.25329 -0.70539
H -0.10887 -2.61895 -1.61554
H 0.84922 0.27330 -1.25621
H 1.62730 -0.95082 -2.23807
H 1.95712 -2.00300 0.37429
H 3.16795 -1.12638 -0.58512
H 3.16825 0.11806 1.45417
H 1.48238 1.83731 1.75949
H -0.57286 1.14000 0.00158
H -0.83711 1.32129 1.68699
H -0.12265 -1.47289 1.44319
H -1.77819 -0.75423 1.56356
H 0.90549 -1.75365 5.37735
H 1.14589 -0.74217 3.92458
H 1.57803 -2.45496 3.91380
F 0.01220 -4.82460 1.37556
C -0.43247 -4.23526 2.47997
F -1.81321 -3.87462 2.17198
C -0.54923 -5.13557 3.66163
F -1.59383 -5.99490 3.59677
F 0.55804 -5.82807 3.95623
F -0.85037 -4.29265 4.77452
```

Values from the calculation:
LUMO in eV: -0.79
Calculated total energy in hartree: -2525.73347

Löwdin population analysis, charges in e, atoms 1 to 5:
1. P 0.84
2. P 0.90
3. C -0.40
4. C -0.40
5. H 0.08

Formula: C17H31CaN3P2
Source: OMol25
Level of theory: ωB97M-V/def2-TZVPD

The geometry in XYZ format:
```
54
Properties=species:S:1:pos:R:3
P 1.26993 1.32481 -0.06742
P -0.37397 -0.40371 -2.53202
C 2.11826 0.45322 -1.49075
C 1.28232 0.39576 -2.76246
H 2.36283 -0.56191 -1.11024
H 3.07435 0.97293 -1.66789
H 1.11770 1.40097 -3.17884
H 1.82885 -0.16650 -3.52013
C 0.29474 -2.13311 -2.51359
H -0.50720 -2.86823 -2.36318
H 1.01888 -2.30963 -1.70180
H 0.79905 -2.38443 -3.46091
C -0.87217 -0.42284 -4.30266
H -0.11719 -0.94898 -4.90346
H -0.98946 0.59706 -4.69441
H -1.83144 -0.94751 -4.39838
C 2.93923 1.56032 0.75414
H 2.92741 2.26595 1.59202
H 3.69837 1.92825 0.04778
H 3.33405 0.61549 1.15458
C 0.76934 2.98249 -0.58811
H 0.38801 3.04049 -1.65093
H 1.63859 3.64007 -0.62556
H 0.04391 3.36115 0.17248
Ca -1.43893 1.85314 -1.68550
C -0.39858 -2.90004 0.96769
C 0.93100 -3.08419 0.93886
C 1.96775 -2.31248 1.69186
C 1.53445 -1.94868 3.14336
C 1.24392 -0.48336 3.29662
C 0.31469 0.16653 2.60519
C -0.66529 -0.40454 1.61565
C -1.11927 -1.86759 1.78950
C -2.01497 3.31236 0.85900
H -1.05673 -3.46237 0.28624
H 1.34865 -3.91150 0.33642
H 2.24649 -1.36441 1.15641
H 2.88838 -2.93074 1.78617
H 0.65521 -2.53900 3.45243
H 2.36179 -2.18387 3.83687
H 1.89239 0.07422 3.99188
H 0.30575 1.26620 2.65707
H -0.25719 -0.28626 0.59840
H -1.54612 0.25588 1.55612
H -1.16505 -2.11436 2.86028
H -2.15620 -1.89792 1.42579
H -2.66261 4.08330 0.40492
H -1.31725 3.77973 1.59324
H -2.62963 2.52952 1.35050
N -3.64325 1.95811 -1.28726
C -4.49581 1.39764 -0.63786
N -5.33499 0.60565 -0.11356
C -5.76723 0.59231 1.12703
N -6.23576 0.42460 2.20843
```

Values from the calculation:
LUMO in eV: -0.96
Calculated total energy in hartree: -2190.75000

Löwdin population analysis, charges in e, atoms 1 to 5:
1. P 0.89
2. P 0.77
3. C -0.42
4. C -0.45
5. H 0.08

- Among the records above, which one has the lowest LUMO?
  C17H31CaN3P2

- Among the records above, which one has the lowest LUMO?
  C17H31CaN3P2